(A)
Density functional theory data (ωB97M-V/def2-TZVPD) for a cluster of 9 separate species, C42H107N5O12S4 in total.

XYZ file:
```
170
C42H107N5O12S4, DFT ωB97M-V/def2-TZVPD
C -1.58986 -6.12088 -1.61384
C -0.71290 -6.56544 -2.82586
O 0.60455 -6.23395 -2.45256
S 1.83506 -6.27739 -3.62434
C 2.37436 -8.07300 -3.46256
O 1.37025 -6.04125 -4.97758
O 2.86942 -5.39833 -3.11035
H -1.69482 -5.04742 -1.45643
H -1.06239 -6.41176 -0.70540
H -2.57018 -6.59741 -1.61127
H -0.80496 -7.62788 -3.05132
H -0.95939 -6.04464 -3.75112
H 1.51948 -8.74178 -3.56269
H 2.77047 -8.20120 -2.45521
H 3.05936 -8.33159 -4.27003
C 1.42155 -6.53876 1.06888
C 2.58845 -5.77164 0.46471
O 3.83112 -6.45931 0.70033
S 5.22960 -5.60503 0.90880
C 4.96115 -4.36676 -0.52378
O 5.12629 -4.92461 2.20469
O 6.36589 -6.47131 0.61591
H 0.60357 -5.82574 0.96580
H 1.68755 -6.77930 2.09821
H 1.11144 -7.41005 0.49200
H 2.54521 -5.73656 -0.62387
H 2.47983 -4.72437 0.74670
H 4.13227 -3.71657 -0.24398
H 4.73531 -4.91019 -1.44127
H 5.86591 -3.80320 -0.75161
C -1.61248 1.00073 0.60810
C -1.10623 -0.10696 -0.23227
O 0.04374 -0.63577 0.34905
S 0.44856 -2.24851 0.00876
C 1.12920 -2.10648 -1.75171
O 1.60612 -2.55079 0.85428
O -0.67668 -3.14890 0.04125
H -2.40499 1.67898 0.29188
H -0.83155 1.72367 0.84390
H -1.89982 0.50063 1.53299
H -1.88912 -0.85736 -0.34218
H -0.81471 0.24312 -1.22250
H 0.32110 -1.56859 -2.24743
H 1.25341 -3.16142 -1.99617
H 2.08932 -1.59047 -1.74798
C -0.19106 3.96045 2.90169
C -0.07150 4.65650 4.28662
O 1.02859 4.11816 5.04942
S 1.17971 4.51356 6.67499
C 1.36142 6.29393 6.39512
O -0.08376 4.30186 7.37466
O 2.43147 3.95392 7.18218
H -0.31245 2.88632 3.04165
H 0.72714 4.18416 2.35857
H -1.07285 4.22390 2.31762
H 0.19469 5.68938 4.06215
H -1.01955 4.59471 4.82091
H 2.02280 6.40866 5.53634
H 1.89389 6.57071 7.30505
H 0.35335 6.69246 6.28085
C 1.97350 0.44781 2.63802
C 2.85319 1.22828 1.71506
N 4.31692 1.22573 2.08079
C 4.95567 -0.09547 2.04084
C 4.92357 -0.83530 0.71327
C 5.08231 2.26130 1.50649
C 4.73885 3.69646 2.09853
H 2.22652 -0.60972 2.56253
H 0.90688 0.60659 2.47926
H 2.20389 0.74034 3.66246
H 2.77125 0.81944 0.70797
H 2.43562 2.23290 1.64808
H 5.99835 0.07331 2.30998
H 4.57814 -0.78598 2.79500
H 3.94804 -0.91871 0.23424
H 5.60886 -0.36963 0.00500
H 5.14058 -1.88984 0.88333
H 4.93421 2.24360 0.42675
H 6.14206 2.03152 1.61699
H 3.76409 4.10134 1.82646
H 5.41862 4.46708 1.73500
H 4.86054 3.62641 3.17945
C 1.22489 -0.79049 -5.14067
C 0.08334 -1.74753 -5.31011
N -1.03733 -1.48500 -4.43229
C -1.97472 -2.58589 -4.34257
C -2.87721 -2.55806 -3.05833
C -1.64125 -0.17225 -4.73359
C -2.26574 -0.05558 -6.14804
H 2.08747 -1.18351 -5.67879
H 1.42477 -0.70889 -4.07227
H 0.99152 0.17369 -5.59234
H -0.30297 -1.77184 -6.32906
H 0.53532 -2.73432 -5.20970
H -2.61276 -2.73777 -5.21316
H -1.43823 -3.52964 -4.24444
H -3.54261 -3.41996 -3.00860
H -2.22657 -2.69513 -2.19462
H -3.53379 -1.69287 -2.96634
H -0.88306 0.59338 -4.56905
H -2.39500 0.06544 -3.98295
H -1.43330 0.12650 -6.82774
H -2.99271 0.75659 -6.14569
H -2.73624 -0.98273 -6.47531
C -3.17583 6.38946 -0.43899
C -4.06382 5.27392 -1.05191
N -3.94735 3.96596 -0.33764
C -4.77716 2.87919 -0.85096
C -4.36341 2.44797 -2.26260
C -4.00050 3.90177 1.16746
C -5.21500 4.51797 1.71691
H -3.27193 7.29459 -1.03865
H -2.14405 6.03901 -0.41225
H -3.53147 6.64611 0.55888
H -5.11153 5.57266 -1.01800
H -3.79798 5.15442 -2.10221
H -4.80597 2.03629 -0.16045
H -5.78530 3.28891 -0.91332
H -3.27797 2.51466 -2.33658
H -4.64325 1.45107 -2.60316
H -4.85087 3.12457 -2.96453
H -3.11882 4.48890 1.42444
H -3.89394 2.88199 1.53731
H -5.33152 4.37367 2.79102
H -6.07513 4.06202 1.22664
H -5.22729 5.60467 1.63310
C -4.76854 -3.08834 2.71105
C -4.31810 -1.69058 3.14528
N -3.23120 -1.62374 4.06537
C -3.29300 -2.51328 5.22700
C -4.33797 -1.97916 6.34589
C -1.94063 -1.95436 3.34059
C -0.67592 -1.41048 4.00759
H -5.46763 -3.00571 1.87886
H -5.33762 -3.59903 3.48787
H -3.95185 -3.75474 2.43350
H -4.06261 -1.16938 2.22269
H -5.17687 -1.24701 3.64912
H -2.36801 -2.48217 5.80277
H -3.45008 -3.56446 4.98520
H -4.36355 -2.62993 7.21992
H -5.34100 -1.99052 5.91939
H -4.10222 -0.95761 6.64417
H -1.90467 -3.03693 3.21877
H -2.01391 -1.61326 2.30793
H -0.68534 -0.32658 3.89292
H -0.58456 -1.54527 5.08536
H 0.19199 -1.79945 3.47510
C 2.14197 3.73806 -4.87613
C 2.54940 4.25456 -3.47713
N 1.52499 4.12259 -2.41155
C 1.97561 4.80134 -1.14120
C 0.72211 5.38313 -0.48266
C 1.05949 2.73742 -2.14428
C 2.23494 1.72328 -2.04134
H 3.01944 3.86461 -5.51026
H 1.43482 4.41293 -5.35842
H 1.89058 2.67866 -4.92674
H 3.49717 3.86276 -3.10790
H 2.81957 5.30337 -3.60007
H 2.53853 4.16384 -0.45943
H 2.69334 5.57483 -1.41446
H 0.04750 4.61666 -0.10119
H 0.87472 6.04605 0.36901
H 0.12320 5.87985 -1.24599
H 0.33728 2.37129 -2.87399
H 0.48434 2.68593 -1.21980
H 1.90181 0.71400 -1.79952
H 3.00717 1.95595 -1.30811
H 2.68861 1.55622 -3.01826
```

The value obtained for the LUMO energy is 0.25 eV. As for the charge: 0. The structure (SMILES) is CCOS(C)(=O)=O.CCOS(C)(=O)=O.CCOS(C)(=O)=O.CCOS(C)(=O)=O.CCN(CC)CC.CCN(CC)CC.CCN(CC)CC.CCN(CC)CC.CCN(CC)CC. Its HOMO-LUMO gap is 8.000 eV. The calculation puts the HOMO energy at -7.752 eV.

(B)
Density functional theory data (ωB97M-V/def2-TZVPD) for a cluster of 9 separate species, C42H107N5O12S4 in total.

XYZ file:
```
170
C42H107N5O12S4, DFT ωB97M-V/def2-TZVPD
C 8.68889 1.12483 -4.26742
C 7.52776 1.08754 -3.30709
O 6.30177 1.13961 -4.07527
S 4.95504 1.26690 -3.28242
C 4.82182 -0.34376 -2.56351
O 5.14414 2.20020 -2.20493
O 3.94035 1.42703 -4.25884
H 9.60875 1.15732 -3.66953
H 8.76380 2.01809 -4.88333
H 8.73733 0.20695 -4.84889
H 7.54942 0.14583 -2.75460
H 7.53901 1.89058 -2.57033
H 5.61796 -0.52052 -1.84961
H 4.92315 -0.99606 -3.43325
H 3.84582 -0.49308 -2.10895
C 8.56575 0.10228 0.06592
C 8.52383 0.90750 1.34632
O 7.39287 0.69698 2.19034
S 5.88355 0.84977 1.72916
C 5.87789 2.51957 1.18046
O 5.66194 0.00727 0.60037
O 5.13081 0.68511 2.90501
H 7.72541 0.30975 -0.58554
H 8.45571 -0.95702 0.32459
H 9.53354 0.18828 -0.42514
H 9.41704 0.69070 1.93509
H 8.64863 1.98564 1.17474
H 5.05418 2.57922 0.47424
H 6.81826 2.72598 0.68170
H 5.78341 3.14652 2.06140
C 1.40944 6.31399 0.28918
C 0.76631 5.31088 -0.63830
O 0.74962 5.87037 -1.97463
S 1.17929 4.92897 -3.16786
C 2.90390 4.70391 -2.82301
O 0.47692 3.69923 -3.04676
O 1.07328 5.72487 -4.33797
H 2.31200 6.72299 -0.15689
H 1.64524 5.82467 1.23548
H 0.69057 7.10163 0.50750
H 1.24612 4.33042 -0.63133
H -0.27739 5.12418 -0.38146
H 3.41779 4.41515 -3.73834
H 3.15699 4.02667 -2.01729
H 3.22863 5.73317 -2.65849
C -1.47147 -5.49540 -0.86406
C -0.96232 -4.75600 -2.05752
O 0.04232 -5.46765 -2.82372
S 1.53578 -5.42135 -2.30215
C 2.01630 -3.81557 -2.85483
O 1.52065 -5.41973 -0.89750
O 2.28323 -6.36964 -3.03716
H -1.64957 -6.54779 -1.08887
H -2.45403 -5.10152 -0.57813
H -0.84613 -5.40519 0.02054
H -1.76515 -4.57353 -2.77178
H -0.58816 -3.76083 -1.79381
H 1.94122 -3.83334 -3.94247
H 3.06213 -3.67255 -2.59447
H 1.33984 -3.06429 -2.47044
C -1.24539 -1.04050 1.01222
C -0.26281 0.09568 0.76662
N 0.08360 0.23335 -0.62754
C -1.11905 0.38185 -1.45150
C -0.87376 0.42474 -2.95047
C 1.01377 1.32117 -0.90946
C 2.18455 1.50775 0.06540
H -1.26695 -1.34067 2.06180
H -1.02196 -1.90108 0.37876
H -2.29098 -0.79837 0.80268
H -0.60902 1.03514 1.23244
H 0.60351 -0.22320 1.35116
H -1.83832 -0.40515 -1.22962
H -1.63514 1.32351 -1.16561
H -1.79531 0.55994 -3.51332
H -0.17970 1.22456 -3.21635
H -0.37769 -0.48286 -3.28905
H 0.52013 2.28382 -1.08211
H 1.54321 1.04269 -1.82987
H 2.72518 0.56541 0.19181
H 1.87634 1.83005 1.06486
H 2.86075 2.28586 -0.29408
C -4.73764 3.48256 5.50994
C -3.28598 3.64910 5.02539
N -2.34360 2.61902 5.39577
C -2.67026 1.28255 4.91756
C -3.29380 1.20987 3.54787
C -1.98053 2.63073 6.79670
C -1.41498 3.97051 7.24714
H -5.38517 4.21566 5.03392
H -4.80004 3.63488 6.59129
H -5.08492 2.47063 5.30253
H -3.32310 3.70814 3.93502
H -2.93741 4.63050 5.34276
H -1.76365 0.66899 4.89638
H -3.32881 0.77043 5.64875
H -2.80010 1.93361 2.89330
H -3.18311 0.22326 3.09588
H -4.36424 1.41665 3.49191
H -1.23449 1.85503 6.97440
H -2.86984 2.40985 7.41446
H -0.66378 4.33706 6.55177
H -0.88879 3.80690 8.19542
H -2.20222 4.67308 7.51090
C 6.44553 -3.43256 3.20536
C 5.10399 -3.03329 2.60414
N 4.54672 -4.00738 1.66680
C 3.66134 -3.39584 0.71403
C 2.26622 -3.02540 1.26123
C 4.01540 -5.12596 2.40607
C 3.45319 -6.27717 1.57994
H 6.93513 -4.05245 2.44843
H 6.43459 -4.00417 4.13033
H 7.03840 -2.52440 3.31433
H 4.28438 -2.74756 3.29241
H 5.22281 -2.08440 2.07318
H 4.06853 -2.43008 0.39054
H 3.50649 -3.92234 -0.23037
H 1.66051 -3.91174 1.45891
H 2.33608 -2.42687 2.17135
H 1.72868 -2.43548 0.51686
H 3.30645 -4.76670 3.17844
H 4.80781 -5.57252 3.01831
H 3.50588 -7.17954 2.19798
H 4.13447 -6.49549 0.75854
H 2.41319 -6.12666 1.31287
C -4.98952 1.64814 -2.37623
C -5.01214 2.44766 -3.67446
N -5.35625 1.66552 -4.82203
C -5.01889 2.31006 -6.07114
C -3.51108 2.22328 -6.39856
C -6.62212 0.95570 -4.80852
C -7.85804 1.83479 -4.72605
H -4.70131 2.33992 -1.57460
H -4.21493 0.88057 -2.38527
H -5.96553 1.25990 -2.09389
H -5.66072 3.33116 -3.50093
H -4.02731 2.89364 -3.83590
H -5.32642 3.36939 -6.10818
H -5.59322 1.86149 -6.88567
H -3.06253 3.21393 -6.46141
H -3.29958 1.72348 -7.34686
H -3.00884 1.60722 -5.65248
H -6.65397 0.26690 -5.65407
H -6.59296 0.28740 -3.94194
H -7.82850 2.49252 -3.85766
H -8.00006 2.46219 -5.60967
H -8.75281 1.20755 -4.67054
C -5.07690 -4.46701 2.82038
C -5.16254 -2.97068 2.58665
N -6.28765 -2.59185 1.74673
C -7.56150 -2.80555 2.40963
C -8.68966 -3.00415 1.41213
C -6.16355 -1.22244 1.23834
C -5.17820 -1.15917 0.07711
H -5.05189 -5.00724 1.87543
H -5.85418 -4.85304 3.47577
H -4.13279 -4.66432 3.33836
H -5.25029 -2.46446 3.56588
H -4.21697 -2.68361 2.12596
H -7.54687 -3.66970 3.06520
H -7.83605 -1.92086 3.01419
H -8.49187 -3.89851 0.80633
H -9.65964 -3.12402 1.88903
H -8.70399 -2.24648 0.62593
H -5.88271 -0.51709 2.03979
H -7.14173 -0.93723 0.85275
H -5.08760 -0.14560 -0.31094
H -5.44336 -1.89524 -0.68428
H -4.15879 -1.45454 0.34396
```

The value obtained for the LUMO energy is 0.11 eV. As for the charge: 0. The structure (SMILES) is CCOS(C)(=O)=O.CCOS(C)(=O)=O.CCOS(C)(=O)=O.CCOS(C)(=O)=O.CCN(CC)CC.CCN(CC)CC.CCN(CC)CC.CCN(CC)CC.CCN(CC)CC. Its HOMO-LUMO gap is 7.960 eV. The calculation puts the HOMO energy at -7.848 eV.

Name the most stable of them. (B).

(A)
Density functional theory data (ωB97M-V/def2-TZVPD) for the molecule C6H15NS.

XYZ file:
```
23
C6H15NS, DFT ωB97M-V/def2-TZVPD
C -1.53134 0.20893 2.64207
C -0.26819 -0.24273 1.86129
N 0.20339 0.71308 0.89338
C 0.90143 0.08166 -0.24640
C 2.53944 0.21065 -0.24310
C 0.26525 0.36952 -1.63650
C -0.97109 -0.38330 -1.76306
S -2.16371 0.14115 -2.88953
H -2.46875 -0.11770 2.20664
H -1.42243 1.25432 2.81591
H -1.47091 -0.30236 3.60754
H -0.56628 -1.31907 1.43155
H 0.64276 -0.32773 2.62680
H -0.73120 1.23348 0.59443
H 0.94185 -1.12321 -0.31374
H 2.83658 -0.29989 0.64336
H 2.93642 -0.07388 -1.19410
H 2.78858 1.23720 -0.05018
H 0.35165 1.43297 -1.82251
H 1.04230 0.14402 -2.41967
H -0.72464 -1.61706 -2.05984
H -1.50046 -0.54910 -0.77659
H -1.63065 -0.67095 -3.90774
```

The value obtained for the LUMO energy is 0.72 eV. As for the charge: 0. The structure (SMILES) is CCN[C@H](C)CCS. Its HOMO-LUMO gap is 9.657 eV. The calculation puts the HOMO energy at -8.941 eV.

(B)
Density functional theory data (ωB97M-V/def2-TZVPD) for the molecule C6H15NS.

XYZ file:
```
23
C6H15NS, DFT ωB97M-V/def2-TZVPD
C 2.33459 1.27471 -0.30541
N 1.40978 0.17119 0.07742
C 2.04030 -0.77153 0.98280
C 0.11167 0.78951 0.65053
C -0.95562 -0.33596 0.76405
C -1.14357 -1.17876 -0.39898
C -2.03562 -0.40670 -1.43012
S -3.83095 -0.18947 -1.06258
H 1.94688 1.93829 -1.06963
H 3.27758 0.86289 -0.42667
H 2.38193 1.97811 0.58832
H 2.38707 -0.41906 1.94965
H 1.30997 -1.53932 1.04359
H 2.95663 -1.11957 0.57426
H -0.22897 1.51325 0.04464
H 0.33885 1.21068 1.65148
H -1.91811 0.02275 1.22054
H -0.74094 -1.05610 1.60520
H -1.63003 -2.13047 -0.19806
H -0.22476 -1.46150 -0.88113
H -1.68800 0.58918 -1.67612
H -2.14033 -0.86569 -2.40884
H -3.95837 1.12358 -1.29495
```

The value obtained for the LUMO energy is 0.93 eV. As for the charge: 0. The structure (SMILES) is CN(C)CCCCS. Its HOMO-LUMO gap is 9.497 eV. The calculation puts the HOMO energy at -8.567 eV.

Name the most stable of them. (B).